(1)
Formula: C3H6AuBF10NOP
Source: OMol25
Level of theory: wB97M-V/def2-TZVPD

The calculation puts the energy relative to the best compared isomer or geometry (same formula, charge and spin) at 3.324 eV. Its total charge is +1. The HOMO-LUMO gap (alpha / beta) is 7.50 / 3.68 eV. Its spin multiplicity is 2. Its HOMO energy (alpha / beta) is -15.18 / -15.18 eV.

Geometry (Å):
1 Au 0.23540 0.15197 0.35417
2 N 0.03096 3.03299 -2.67660
3 C 0.20841 1.97042 -1.92412
4 O -0.46947 1.78464 -0.88229
5 C 1.20613 0.91091 -2.28821
6 C 1.84430 0.39641 -1.02895
7 H -0.68362 3.70538 -2.43414
8 H 0.55391 3.18308 -3.52348
9 H 1.98160 1.27687 -2.97010
10 H 0.66102 0.11213 -2.80213
11 H 2.43954 1.11623 -0.46574
12 H 2.30834 -0.58255 -1.11898
13 F -1.09615 0.57373 4.49683
14 B 0.04529 -0.06675 4.03881
15 F -0.01330 -0.25071 2.63496
16 F 1.09213 0.78075 4.37247
17 F 0.19301 -1.26358 4.68514
18 F -0.83279 -1.52578 -0.29709
19 P -1.63047 -2.98381 -1.40966
20 F -1.03672 -2.11181 -2.61478
21 F -0.19191 -3.63000 -1.22390
22 F -2.05905 -3.57566 -0.00511
23 F -2.25177 -4.09453 -2.28853
24 F -2.88729 -2.01913 -1.37459

Here is what Mulliken gives for the atomic charges, in e:
1 Au 1.289
2 N -0.326
3 C 0.721
4 O -0.627
5 C -0.575
6 C -0.483
7 H 0.268
8 H 0.228
9 H 0.404
10 H 0.294
11 H 0.446
12 H 0.441
13 F -0.030
14 B 0.213
15 F -0.217
16 F -0.086
17 F -0.083
18 F -0.678
19 P 1.306
20 F -0.336
21 F -0.295
22 F -0.301
23 F -0.284
24 F -0.289

=====

(2)
Formula: C2H2P2
Source: OMol25
Level of theory: wB97M-V/def2-TZVPD

The calculation puts the energy relative to the best compared isomer or geometry (same formula, charge and spin) at 0.000 eV. Its total charge is 0. The HOMO-LUMO gap (alpha / beta) is 7.28 / 5.44 eV. Its spin multiplicity is 3. Its HOMO energy (alpha / beta) is -7.20 / -8.13 eV.

Geometry (Å):
1 C -0.42776 -1.25624 0.13441
2 C 0.43670 1.25206 0.14796
3 P -1.29270 0.24943 -0.03930
4 P 1.28579 -0.25173 -0.03368
5 H -0.69768 -2.18520 -0.24141
6 H 0.73037 2.22786 -0.26799

Here is what Mulliken gives for the atomic charges, in e:
1 C -0.490
2 C -0.436
3 P 0.052
4 P 0.050
5 H 0.441
6 H 0.383

=====

Number 2 is which compound? C2H2P2

=====

The highest energy relative to the best compared isomer or geometry (same formula, charge and spin) belongs to which entry? C3H6AuBF10NOP

=====

Among the records above, which one has the highest energy relative to the best compared isomer or geometry (same formula, charge and spin)? C3H6AuBF10NOP

=====

Which of these has the highest total charge? C3H6AuBF10NOP